83
Properties=species:S:1:pos:R:3:forces:R:3:mulliken_spin:R:1 method="wB97M-V/def2-TZVPD" gap_ev="7.12 / 7.12" s2=0.942 multiplicity=2 lumo_ev="2.360 / 2.360" charge=-1 largest_force_ev_per_a=1.06
Co 0.100 0.631 -0.288 -0.17 0.19 0.48 0.99
C -3.521 2.495 0.287 -0.13 0.01 -0.06 0.00
C -4.157 1.790 1.482 0.19 0.00 0.07 0.00
C -5.080 2.775 2.204 0.02 0.02 -0.01 0.00
C -4.943 0.578 0.968 0.04 -0.04 0.00 0.00
N -3.166 1.276 2.488 -0.45 0.04 -0.03 0.00
C -3.625 0.578 3.603 0.03 0.15 -0.22 0.00
C -2.548 0.119 4.251 0.21 0.02 -0.11 0.00
N -1.426 0.519 3.552 0.14 0.10 0.27 -0.02
B -0.056 -0.047 4.010 -0.09 0.00 -0.07 0.01
N 0.131 -1.542 3.639 -0.02 0.12 0.22 0.00
C 1.272 -2.155 4.128 -0.17 0.16 -0.09 0.00
C 1.403 -3.337 3.519 -0.19 -0.10 -0.20 0.00
N 0.323 -3.474 2.646 0.18 -0.32 -0.15 0.00
C -0.484 -2.366 2.743 0.19 0.04 -0.02 0.01
S -1.983 -2.101 1.986 0.15 0.11 0.06 0.00
C 0.304 -4.637 1.704 -0.06 0.19 0.09 0.00
C 0.146 -5.909 2.538 -0.03 -0.04 0.01 0.00
C 1.638 -4.640 0.944 0.01 0.05 0.02 0.00
C -0.817 -4.587 0.670 0.01 -0.03 -0.06 0.00
N 1.143 0.806 3.497 -0.09 -0.11 0.25 0.00
C 1.491 1.949 4.186 -0.14 -0.12 -0.09 -0.01
C 2.402 2.610 3.457 0.13 -0.13 -0.24 0.01
N 2.644 1.850 2.316 0.26 0.35 -0.12 0.00
C 1.839 0.761 2.344 -0.01 0.09 -0.11 0.00
S 1.663 -0.449 1.121 -0.39 0.08 0.17 -0.02
C 3.517 2.394 1.211 -0.14 -0.11 0.06 0.00
C 2.714 3.473 0.486 -0.06 0.05 0.03 0.01
C 3.955 1.337 0.199 0.10 -0.11 0.02 0.00
C 4.776 2.980 1.862 -0.05 -0.02 0.03 0.00
C -1.809 1.257 2.482 0.12 -0.18 -0.01 0.02
S -0.788 2.161 1.421 0.29 -0.22 0.29 -0.04
H -4.345 2.776 -0.375 -0.02 0.01 -0.01 0.00
H -2.825 1.873 -0.278 -0.20 0.09 0.07 0.00
H -2.986 3.395 0.580 -0.10 -0.04 -0.03 0.00
H -5.785 3.195 1.484 0.01 -0.02 0.02 0.00
H -4.493 3.592 2.629 -0.02 -0.02 -0.03 0.00
H -5.652 2.304 3.004 0.02 -0.01 0.00 0.00
H -5.567 0.883 0.126 0.00 0.00 0.04 0.00
H -5.588 0.143 1.733 0.03 0.00 0.01 0.00
H -4.251 -0.197 0.628 -0.02 0.05 0.00 0.00
H -4.669 0.446 3.815 0.01 0.02 -0.04 0.00
H -2.473 -0.507 5.124 0.02 0.06 -0.04 0.00
H -0.020 0.036 5.226 -0.02 0.00 -0.09 0.00
H 1.908 -1.670 4.850 -0.07 -0.01 -0.04 0.00
H 2.166 -4.087 3.623 -0.05 0.01 -0.04 0.00
H 0.948 -6.018 3.270 -0.02 0.01 -0.02 0.00
H 0.162 -6.783 1.881 0.00 0.03 0.03 0.00
H -0.808 -5.890 3.070 0.03 -0.01 -0.02 0.00
H 2.481 -4.922 1.579 -0.02 0.02 0.01 0.00
H 1.835 -3.645 0.538 -0.03 -0.04 -0.01 0.00
H 1.585 -5.354 0.120 0.01 0.00 0.04 0.00
H -1.803 -4.591 1.126 0.08 -0.03 -0.04 0.00
H -0.700 -5.475 0.043 0.00 0.00 -0.01 0.00
H -0.749 -3.698 0.041 0.02 -0.07 0.05 0.00
H 1.030 2.202 5.126 0.03 -0.06 -0.05 0.00
H 2.888 3.547 3.646 0.03 -0.04 -0.03 0.00
H 1.811 3.038 0.054 0.10 0.04 0.00 0.00
H 3.312 3.884 -0.331 -0.03 -0.02 0.03 0.00
H 2.430 4.285 1.161 0.02 -0.03 0.00 0.00
H 3.141 1.013 -0.446 0.21 0.16 0.10 0.00
H 4.393 0.464 0.688 0.03 0.07 0.01 0.00
H 4.718 1.808 -0.427 0.00 -0.01 -0.01 0.00
H 4.577 3.868 2.461 -0.02 -0.01 0.00 0.00
H 5.469 3.270 1.072 -0.02 0.01 0.01 0.00
H 5.265 2.234 2.493 0.00 0.02 -0.04 0.00
O 1.539 2.175 -3.648 -0.28 0.03 0.01 0.00
C 0.903 1.789 -2.683 0.93 -0.28 0.44 0.01
O 1.433 1.270 -1.608 -0.28 0.13 -0.47 0.04
C -0.638 1.857 -2.625 -1.01 -0.05 0.27 0.00
O -1.307 2.304 -3.537 0.25 -0.04 0.02 0.00
O -1.154 1.387 -1.513 0.44 0.14 -0.37 -0.03
Br -1.108 -3.777 -4.994 -0.03 -0.07 -0.09 0.00
C -0.750 -2.696 -3.487 -0.01 -0.01 -0.05 0.00
C 0.556 -2.412 -3.146 0.06 -0.02 0.06 0.00
C 0.764 -1.608 -2.038 0.18 -0.12 0.10 0.01
N -0.227 -1.118 -1.298 -0.07 -0.05 -0.44 0.01
C -1.483 -1.396 -1.653 -0.02 -0.21 0.11 0.02
C -1.796 -2.190 -2.743 -0.05 0.03 0.11 0.00
H 1.389 -2.780 -3.726 0.00 0.00 0.01 0.00
H 1.765 -1.326 -1.734 -0.03 0.05 -0.04 0.00
H -2.258 -0.974 -1.031 -0.01 0.07 -0.02 -0.01
H -2.826 -2.381 -3.005 0.00 -0.02 0.01 0.00